Model 1:
6 unconnected molecules or ions with the total composition C38H84N4O6, computed with ωB97M-V with the def2-TZVPD basis set.

Total charge: 0
Spin multiplicity: 1
Orbital gap, eV: 8.2468
SMILES: CC1(C)CCCC(C)(C)N1O.CC1(C)CCCC(C)(C)N1O.CC1(C)CCCC(C)(C)N1O.CC1(C)CCCC(C)(C)N1O.CO.CO
LUMO energy, Eh: 0.01511

The geometry in XYZ format:
```
132
C38H84N4O6 ωB97M-V with the def2-TZVPD basis set
C 2.763 3.625 2.173
O 1.684 3.804 1.281
H 2.412 3.803 3.190
H 3.093 2.586 2.148
H 3.617 4.249 1.909
H 1.532 4.747 1.182
C 0.772 0.752 -0.541
O 1.678 1.818 -0.764
H -0.249 0.994 -0.839
H 1.087 -0.059 -1.198
H 0.751 0.460 0.509
H 1.621 2.581 -0.184
C 1.344 5.063 -4.791
C 1.482 5.138 -3.291
C 1.566 6.614 -2.828
C 0.151 7.215 -2.848
C -0.842 6.478 -2.022
C -0.956 4.992 -2.426
N 0.406 4.415 -2.522
O 0.332 3.023 -2.816
C -1.695 4.389 -1.244
C -1.831 4.718 -3.650
C 2.827 4.573 -2.954
H 1.243 4.035 -5.139
H 2.241 5.487 -5.243
H 0.483 5.624 -5.153
H 1.955 6.833 -1.833
H 2.067 7.189 -3.606
H -0.263 7.448 -3.829
H 0.105 8.229 -2.451
H -1.791 6.981 -2.210
H -0.657 6.687 -0.968
H -1.025 4.507 -0.392
H -2.740 4.688 -1.163
H -1.686 3.308 -1.387
H -1.763 5.418 -4.483
H -1.702 3.722 -4.074
H -2.880 4.752 -3.355
H 2.914 3.552 -3.326
H 2.923 4.409 -1.881
H 3.625 5.247 -3.265
H 0.965 2.677 -2.182
C 5.896 -1.030 -2.995
C 4.360 -0.991 -2.794
C 3.709 -2.316 -3.115
C 3.895 -3.518 -2.124
C 3.419 -3.052 -0.795
C 4.184 -1.724 -0.299
N 4.012 -0.686 -1.421
O 4.289 0.634 -1.067
C 3.471 -1.307 1.033
C 5.684 -2.088 0.069
C 3.632 0.009 -3.748
H 6.395 -0.179 -2.532
H 6.196 -1.067 -4.042
H 6.420 -1.891 -2.580
H 2.644 -2.179 -3.304
H 4.076 -2.713 -4.061
H 4.939 -3.816 -2.036
H 3.320 -4.425 -2.308
H 3.588 -3.851 -0.073
H 2.342 -2.885 -0.815
H 3.732 -1.946 1.876
H 3.772 -0.327 1.403
H 2.389 -1.182 1.045
H 6.186 -1.121 0.094
H 5.852 -2.587 1.023
H 6.286 -2.639 -0.653
H 2.686 0.311 -3.297
H 3.398 -0.401 -4.730
H 4.221 0.919 -3.864
H 3.372 0.912 -1.006
C -3.840 0.396 -0.734
C -3.970 0.546 0.859
C -5.041 1.621 1.217
C -6.489 1.301 0.901
C -6.756 0.059 1.685
C -5.825 -1.221 1.338
N -4.389 -0.816 1.341
O -3.486 -1.816 1.261
C -6.052 -2.142 2.557
C -6.282 -1.847 0.070
C -2.689 1.063 1.505
H -3.197 1.202 -1.088
H -4.779 0.462 -1.283
H -3.475 -0.538 -1.161
H -4.979 1.946 2.256
H -4.822 2.524 0.647
H -6.631 1.037 -0.147
H -7.116 2.153 1.166
H -7.830 -0.085 1.568
H -6.524 0.363 2.706
H -7.077 -2.441 2.777
H -5.602 -3.129 2.451
H -5.638 -1.660 3.443
H -7.306 -1.566 -0.176
H -5.777 -1.360 -0.763
H -6.076 -2.917 0.040
H -2.205 1.871 0.956
H -2.019 0.206 1.581
H -2.765 1.362 2.551
H -3.214 -1.869 2.180
C -1.436 -4.156 5.462
C -1.069 -4.142 3.993
C -0.548 -2.684 3.642
C 0.153 -2.547 2.308
C 1.290 -3.678 2.184
C 0.802 -5.101 2.493
N 0.084 -5.052 3.811
O -0.189 -6.351 4.309
C 0.042 -5.660 1.272
C 2.043 -5.937 2.702
C -2.328 -4.622 3.208
H -1.861 -5.086 5.840
H -2.060 -3.359 5.866
H -0.560 -4.051 6.101
H -1.448 -2.069 3.666
H 0.079 -2.215 4.400
H 0.517 -1.543 2.091
H -0.564 -2.657 1.495
H 2.065 -3.362 2.882
H 1.684 -3.631 1.168
H 0.783 -6.021 0.558
H -0.619 -6.477 1.559
H -0.517 -4.915 0.706
H 1.893 -7.009 2.834
H 2.676 -5.868 1.817
H 2.627 -5.570 3.546
H -3.265 -4.329 3.681
H -2.528 -5.689 3.111
H -2.343 -4.154 2.223
H 0.525 -6.407 4.949
```

Model 2:
6 unconnected molecules or ions with the total composition C38H84N4O6, computed with ωB97M-V with the def2-TZVPD basis set.

Total charge: 0
Spin multiplicity: 1
Orbital gap, eV: 8.3120
SMILES: CC1(C)CCCC(C)(C)N1O.CC1(C)CCCC(C)(C)N1O.CC1(C)CCCC(C)(C)N1O.CC1(C)CCCC(C)(C)N1O.CO.CO
LUMO energy, Eh: 0.01994

The geometry in XYZ format:
```
132
C38H84N4O6 ωB97M-V with the def2-TZVPD basis set
C 1.287 3.523 -2.302
C 0.814 4.522 -1.207
C -0.753 4.396 -1.247
C -1.387 5.127 -0.051
C -0.927 4.549 1.294
C 0.605 4.426 1.448
N 1.211 3.965 0.168
O 2.513 3.734 0.310
C 1.132 5.778 1.878
C 0.876 3.442 2.543
C 1.251 5.957 -1.492
H 1.146 3.870 -3.326
H 0.998 2.476 -2.212
H 2.373 3.425 -2.280
H -1.092 4.714 -2.233
H -1.070 3.355 -1.188
H -2.473 5.055 -0.116
H -1.188 6.199 -0.058
H -1.403 3.589 1.496
H -1.267 5.242 2.064
H 0.827 5.993 2.902
H 2.217 5.701 1.945
H 0.873 6.662 1.296
H 1.941 3.418 2.774
H 0.387 3.846 3.429
H 0.528 2.422 2.384
H 0.803 6.338 -2.410
H 2.328 6.009 -1.645
H 1.011 6.659 -0.693
H 2.858 4.587 0.036
C -3.315 -4.308 2.762
C -2.625 -3.255 1.836
C -1.778 -2.299 2.717
C -0.499 -2.865 3.187
C 0.278 -3.222 1.958
C -0.342 -4.207 0.987
N -1.799 -3.874 0.747
O -2.528 -4.901 0.047
C 0.280 -4.009 -0.422
C -0.078 -5.643 1.461
C -3.702 -2.426 1.210
H -2.763 -5.182 3.109
H -4.160 -4.788 2.268
H -3.622 -3.820 3.687
H -1.553 -1.412 2.125
H -2.260 -1.973 3.638
H -0.533 -3.734 3.844
H 0.019 -2.066 3.717
H 1.240 -3.639 2.256
H 0.576 -2.342 1.388
H -0.238 -4.566 -1.202
H 0.301 -2.945 -0.659
H 1.338 -4.269 -0.428
H 0.957 -5.932 1.279
H -0.521 -5.755 2.451
H -0.694 -6.367 0.929
H -3.356 -1.475 0.804
H -4.394 -2.009 1.942
H -4.222 -2.854 0.354
H -2.870 -4.466 -0.738
C 5.574 -1.319 -1.212
C 4.877 -1.411 0.166
C 5.857 -2.234 0.975
C 5.673 -2.195 2.531
C 5.727 -0.699 2.951
C 4.710 0.216 2.214
N 4.787 -0.058 0.759
O 3.960 0.702 0.010
C 3.324 -0.023 2.883
C 5.123 1.665 2.470
C 3.525 -2.258 0.144
H 4.933 -0.733 -1.871
H 5.645 -2.332 -1.606
H 6.564 -0.867 -1.278
H 5.734 -3.308 0.834
H 6.880 -2.070 0.636
H 6.501 -2.742 2.983
H 4.735 -2.670 2.818
H 6.795 -0.506 2.857
H 5.521 -0.540 4.010
H 2.548 0.316 2.197
H 3.125 -1.081 3.054
H 3.166 0.523 3.813
H 5.012 1.838 3.541
H 6.139 1.873 2.136
H 4.436 2.411 2.070
H 3.710 -3.292 -0.144
H 2.734 -1.807 -0.455
H 3.150 -2.270 1.168
H 3.082 0.330 0.127
C -2.437 1.913 -3.238
C -3.372 0.848 -3.864
C -2.902 0.599 -5.311
C -3.578 -0.669 -5.935
C -3.287 -1.850 -5.023
C -3.856 -1.692 -3.555
N -3.399 -0.401 -3.025
O -3.734 -0.209 -1.701
C -5.334 -1.977 -3.549
C -3.160 -2.837 -2.788
C -4.751 1.493 -3.987
H -2.792 2.269 -2.271
H -2.444 2.790 -3.884
H -1.377 1.660 -3.258
H -2.911 1.455 -5.985
H -1.838 0.377 -5.222
H -3.222 -0.806 -6.956
H -4.661 -0.561 -5.995
H -2.225 -2.068 -4.904
H -3.803 -2.713 -5.443
H -5.946 -1.235 -4.062
H -5.531 -3.006 -3.850
H -5.655 -1.968 -2.507
H -3.352 -3.761 -3.334
H -2.077 -2.726 -2.823
H -3.616 -2.884 -1.799
H -5.424 0.717 -4.353
H -4.747 2.425 -4.554
H -5.032 1.828 -2.989
H -2.925 -0.468 -1.254
C -0.994 0.756 4.299
O -2.053 1.254 3.440
H -0.488 1.644 4.677
H -1.222 0.048 5.096
H -0.326 0.193 3.647
H -2.669 1.770 3.965
C -0.266 0.372 0.168
O 1.051 0.833 0.127
H -0.724 0.777 -0.735
H -0.294 -0.717 0.124
H -0.812 0.899 0.950
H 1.082 1.793 0.118
```

Calculated relative energies: model 1 54.0; model 2 0.0, given in kJ/mol

Model 1:
A gas-phase ion, C4H8BO4 (charge -1), computed with ωB97M-V with the def2-TZVPD basis set.

Total charge: -1
Spin multiplicity: 1
Orbital gap, eV: 6.9974
SMILES: CC(C)(B(O)O)C(=O)[O-]
LUMO energy, Eh: 0.12655

The geometry in XYZ format:
```
17
C4H8BO4 ωB97M-V with the def2-TZVPD basis set
B 1.314 0.448 -0.108
C -0.074 -0.772 1.596
C -1.304 0.962 -0.190
C -0.618 -1.201 -1.034
C -0.225 -0.078 -0.099
O 0.148 -1.948 1.560
O -0.068 0.126 2.446
O 2.240 0.107 -1.071
O 1.678 1.427 0.807
H -1.571 1.218 -1.207
H -2.165 0.709 0.277
H -1.050 1.831 0.380
H 0.207 -1.772 -1.367
H -1.261 -0.676 -1.817
H -1.341 -1.959 -0.593
H 3.129 0.332 -1.004
H 0.961 1.245 1.424
```

Model 2:
A gas-phase ion, C4H8BO4 (charge -1), computed with ωB97M-V with the def2-TZVPD basis set.

Total charge: -1
Spin multiplicity: 1
Orbital gap, eV: 6.3997
SMILES: C[C@H](CC(=O)[O-])B(O)O
LUMO energy, Eh: 0.09367

The geometry in XYZ format:
```
17
C4H8BO4 ωB97M-V with the def2-TZVPD basis set
B 1.165 1.014 0.222
C -1.115 -1.974 -1.008
C -1.447 0.753 0.654
C 0.076 -1.129 -0.369
C -0.250 0.529 -0.250
O -0.932 -3.197 -0.904
O -2.047 -1.360 -1.529
O 2.143 1.238 -0.719
O 1.467 1.107 1.560
H -1.216 0.461 1.676
H -2.278 0.160 0.282
H -1.733 1.806 0.648
H 0.279 -1.512 0.630
H 0.953 -1.257 -1.000
H -0.499 0.814 -1.271
H 3.035 1.310 -0.375
H 2.399 1.235 1.754
```

Calculated relative energies: model 1 40.8; model 2 0.0, given in kJ/mol

Model 1:
A molecular structure, C2H4N2O2S, computed with ωB97M-V with the def2-TZVPD basis set.

Total charge: 0
Spin multiplicity: 1
Orbital gap, eV: 9.2251
LUMO energy, Eh: 0.02611

The geometry in XYZ format:
```
11
C2H4N2O2S ωB97M-V with the def2-TZVPD basis set
C 0.476 -0.095 -0.178
C -1.354 1.199 0.012
H 3.437 0.668 -0.047
H 1.904 -1.482 -0.463
H -1.945 1.529 -0.876
H -1.415 1.748 0.942
N 1.831 -0.475 -0.515
N -0.196 -1.130 0.042
O 2.698 0.166 0.554
O 0.046 1.200 -0.221
S -1.882 -0.548 0.131
```

Model 2:
C2H4N2O2S in the gas phase, computed with ωB97M-V with the def2-TZVPD basis set.

Total charge: 0
Spin multiplicity: 1
Orbital gap, eV: 10.1240
SMILES: [H]/N=C(\NO)SC=O
LUMO energy, Eh: 0.01205

The geometry in XYZ format:
```
11
C2H4N2O2S ωB97M-V with the def2-TZVPD basis set
C -0.446 0.501 0.340
C -0.811 -2.165 -0.608
H 1.305 2.486 -0.283
H 1.287 -0.162 -0.556
H 0.023 1.745 1.652
H -1.478 -2.896 -1.141
N 0.712 0.755 -0.463
N -0.761 1.009 1.557
O 1.503 1.712 0.224
O 0.359 -2.327 -0.604
S -1.693 -0.658 -0.119
```

Calculated relative energies: model 1 51.0; model 2 0.0, given in kJ/mol

Model 1:
3 unconnected molecules or ions with the total composition C2H13N2O2, computed with ωB97M-V with the def2-TZVPD basis set.

Total charge: +1
Spin multiplicity: 1
Orbital gap, eV: 10.9701
LUMO energy, Eh: -0.11688

The geometry in XYZ format:
```
19
C2H13N2O2 ωB97M-V with the def2-TZVPD basis set
N 0.043 0.077 0.925
C 0.072 1.654 0.804
C -0.401 1.907 -0.704
N -0.380 0.763 -1.791
H -0.873 -0.307 1.440
H 0.754 -0.402 1.397
H -0.219 -0.307 -0.183
H 1.084 2.062 1.066
H -0.619 1.987 1.723
H 0.299 2.665 -1.227
H -1.464 2.354 -0.656
H 0.110 1.140 -2.527
H -1.350 0.511 -2.131
H 0.347 -2.107 -2.124
H -1.226 -2.486 -1.597
O -0.299 -2.265 -1.320
H 1.209 -2.534 3.011
H 1.397 -2.695 1.578
O 1.518 -2.017 2.314
```

Model 2:
3 unconnected molecules or ions with the total composition C2H13N2O2, computed with ωB97M-V with the def2-TZVPD basis set.

Total charge: +1
Spin multiplicity: 1
Orbital gap, eV: 10.2015
LUMO energy, Eh: -0.11454

The geometry in XYZ format:
```
19
C2H13N2O2 ωB97M-V with the def2-TZVPD basis set
N -0.582 1.599 -0.897
C 0.161 0.555 -0.046
C -0.794 0.017 1.009
N -2.098 0.742 1.050
H -1.509 1.786 -0.486
H 0.054 2.379 -1.019
H -0.795 1.273 -1.866
H 0.481 -0.261 -0.676
H 1.061 1.118 0.199
H -1.119 -0.988 0.765
H -0.278 0.089 1.973
H -2.836 0.082 1.156
H -2.022 1.431 1.773
H 5.883 -3.051 2.627
H 5.376 -4.298 2.237
O 5.962 -3.615 1.857
H -2.956 0.598 -2.910
H -1.966 0.208 -3.848
O -2.023 0.336 -2.898
```

Calculated relative energies: model 1 135.2; model 2 0.0, given in kJ/mol